Model w:
20
Properties=species:S:1:pos:R:3 method="wB97M-V/def2-TZVPD" e_homo_ev=-7.564 lumo_energy_ev=0.73 spin_multiplicity=1 molar_mass_g_mol=120.15
C 1.43310 -0.58714 0.60981
N 1.60117 -1.85575 -0.06101
O 1.65049 -0.71815 2.00735
H 1.27366 0.08044 2.41378
H 1.00959 -2.55392 0.38089
H 2.55753 -2.18853 0.04371
H 2.17165 0.10475 0.19067
H 0.02295 -0.66050 0.38031
C -2.12123 -0.28414 -0.92836
C 0.14087 1.72648 -0.90387
N -1.21457 -0.12774 0.20997
C -0.29149 1.08451 0.38412
O -0.24384 1.59678 1.49121
H -1.66793 -0.27501 1.10727
H -2.45340 -1.32239 -0.97000
H -2.99232 0.36754 -0.82870
H -1.62794 -0.07514 -1.87554
H 0.37313 0.99140 -1.67420
H -0.65593 2.37943 -1.27210
H 1.03450 2.31708 -0.70531

Model x:
20
Properties=species:S:1:pos:R:3 method="wB97M-V/def2-TZVPD" e_homo_ev=-8.827 lumo_energy_ev=-2.00 spin_multiplicity=1 molar_mass_g_mol=120.15
O -0.49463 1.52819 -2.74666
C -0.78884 0.68445 -1.93358
C -0.00208 0.44034 -0.66529
C -0.58545 1.04696 0.61912
C -0.09926 0.32713 1.90281
N -0.59502 -1.03460 1.87040
N 1.40759 0.73425 -0.80801
H -1.84752 0.32245 -2.00244
H -0.04873 -0.64691 -0.53495
H -1.66547 0.96205 0.43783
H -0.28837 2.11807 0.62088
H -0.42280 0.94814 2.77355
H 0.98432 0.31080 1.79911
H -0.45081 -1.49334 0.98133
H -0.27810 -1.58635 2.65053
H 1.90022 1.45379 -0.32732
H 1.97100 -0.09664 -1.02694
H -0.04189 -1.03783 -1.99525
H 0.63437 -2.95557 -0.67394
O 0.71146 -2.02538 -0.94119

Stability, lowest: model x

Model w:
38
Properties=species:S:1:pos:R:3 method="wB97M-V/def2-TZVPD" e_homo_ev=-7.097 lumo_energy_ev=3.02 spin_multiplicity=1 molar_mass_g_mol=233.19 charge=-1
O -16.08900 -0.42100 11.67300
H -16.80500 -1.07200 11.60000
O -15.93100 -1.60300 14.02000
H -15.03500 -1.73700 14.37400
H -15.90200 -1.18700 13.16600
O -20.16800 0.04300 10.84700
H -20.82600 0.19800 11.54200
H -19.32500 0.12400 11.33200
O -13.13900 -0.27100 13.49800
H -12.89300 0.51500 13.98700
H -13.32400 0.13100 12.64800
O -16.19200 -0.26300 9.05300
H -15.61300 0.51200 8.90000
H -16.16600 -0.39900 10.07900
O -14.10900 -2.28500 11.67700
H -14.87100 -1.72200 11.62900
H -14.15700 -2.60900 12.62400
O -18.28500 -1.97200 10.48200
H -19.02600 -2.41200 10.89800
H -18.64200 -1.42900 9.78800
O -15.69100 1.43000 13.47100
H -16.11100 2.15200 13.05700
H -15.80100 0.72200 12.81600
O -16.37400 -4.07000 11.04900
H -15.59100 -4.55400 11.40200
H -16.00400 -3.46100 10.43500
O -17.69300 -3.49700 13.36500
H -17.13700 -2.75400 13.51900
H -17.18100 -3.77500 12.59900
O -17.56000 1.93000 10.88300
H -17.13400 1.08000 11.19200
H -16.91400 2.61300 10.93900
O -18.52300 0.15500 13.11900
H -17.58600 -0.07900 13.09500
H -18.53000 1.12300 13.22400
O -13.82600 0.99800 11.29000
H -14.69800 0.56100 11.23900
H -13.40900 0.60200 10.55000

Model x:
38
Properties=species:S:1:pos:R:3 method="wB97M-V/def2-TZVPD" e_homo_ev=-6.596 lumo_energy_ev=2.42 spin_multiplicity=1 molar_mass_g_mol=233.19 charge=-1
O -3.88752 -0.20774 -0.78724
H -2.10309 -3.25807 -0.74898
H 0.12907 1.57309 -3.48564
O -0.17637 -0.87168 -3.00056
H -0.22019 -1.45186 -2.13728
H -3.18723 -2.90908 -1.69515
O -0.58222 1.98811 -3.96580
H -1.26821 1.50090 -3.64631
O -1.52467 2.58411 1.69442
H -1.90927 3.26066 1.39132
H -1.15908 1.93347 1.14330
O -1.42495 -2.27103 1.81669
H 0.86058 0.99031 2.83976
H -1.54762 -1.56723 2.43637
O -1.15532 3.92128 -1.81748
H -0.62822 3.68171 -1.17764
H -0.77185 3.61212 -2.68288
O 2.74868 -1.64601 1.37464
H 2.92983 -2.32361 0.74111
H -3.66616 0.01656 -1.58770
O -2.31233 -2.96492 -1.56555
H -0.84346 -1.85410 1.16601
H 0.47719 -0.09128 1.96448
O 0.86801 0.01767 2.95294
H 2.10703 -0.93742 0.97094
H -1.02317 -1.09779 -3.51802
O 4.14675 1.39625 0.79022
H 3.84289 0.60599 0.38725
H 3.42704 2.06143 0.71532
O 1.32475 -3.63124 2.53972
H 0.34165 -3.80501 2.45987
H 1.34245 -2.74949 2.80246
O 0.46888 -0.44088 0.23574
H 1.06209 -0.99084 -0.14567
H -3.28623 0.38592 -0.26926
O 1.77378 2.07072 -0.06159
H 1.66533 2.77636 0.61911
H 1.28880 1.08025 -0.19180

Stability, lowest: model x

Model w:
38
Properties=species:S:1:pos:R:3 method="wB97M-V/def2-TZVPD" e_homo_ev=-5.784 lumo_energy_ev=2.92 spin_multiplicity=1 molar_mass_g_mol=233.19 charge=-1
O 1.70671 -0.86510 -2.80423
H 1.93197 -1.44366 -2.05643
H 3.44941 -0.34254 -0.08175
O 0.12338 2.24202 1.89486
H 0.92606 2.67547 2.18843
H -0.38923 2.83433 1.34594
O -1.05265 0.34788 -1.38654
H -1.00348 0.57164 0.62860
O 1.48452 0.13951 3.22217
H 0.99977 0.89773 2.87429
H 1.27658 -0.53178 2.56061
O 2.96905 0.20926 -0.70470
H -3.72474 1.60284 -0.86193
H 2.08211 0.24523 -0.36937
O -0.94704 -2.23237 -1.54553
H -1.00208 -1.27308 -1.20235
H -1.85702 -2.53599 -1.49060
O 0.97112 1.86753 -3.20865
H 0.10599 2.16966 -3.49423
H -0.25405 0.57157 -1.85693
O -1.14054 -0.05588 1.35899
H -1.31931 0.45250 2.15174
H -2.31824 1.12441 -0.58108
O -2.96252 1.83463 -0.32679
H 0.75687 -0.77355 -2.92552
H 0.94077 0.92371 -3.07840
O 1.49409 -2.19763 -0.34873
H 1.41662 -2.93211 0.26425
H 0.79544 -2.30211 -1.01101
O -3.51497 -1.12047 2.18340
H -3.64203 -1.90676 1.65148
H -2.96520 -0.57593 1.58438
O 2.19386 2.71311 0.15743
H 2.98091 2.23638 -0.13833
H 1.54308 2.35765 -0.45504
O -0.50713 -2.64639 2.04037
H -0.37930 -1.79302 2.45789
H -1.16876 -2.48871 1.36331

Model x:
38
Properties=species:S:1:pos:R:3 method="wB97M-V/def2-TZVPD" e_homo_ev=-6.271 lumo_energy_ev=2.65 spin_multiplicity=1 molar_mass_g_mol=233.19 charge=-1
O 1.09327 2.22434 -2.11662
H 1.77429 2.26949 -2.83951
H 2.55497 0.46961 1.59569
O 0.08497 0.21200 0.24156
H -0.71667 -0.04660 0.64217
H 3.17588 3.18658 0.98531
O -0.98281 2.44815 -0.51386
H -0.25331 3.03899 -0.63609
O -0.45059 0.21848 4.27127
H -1.04946 0.80918 3.82197
H -0.81530 -0.68847 4.04476
O 3.46382 0.71989 1.63550
H -1.42681 1.88070 1.57500
H 4.22897 0.15926 1.32724
O 1.95394 -2.67200 -1.46677
H 2.29424 -1.80586 -1.11854
H 1.48701 -2.27234 -2.27177
O 1.23780 -0.38099 -1.71501
H 0.75598 -0.46689 -2.49409
H -0.60200 1.61673 -0.96658
O 2.84351 3.59726 0.19029
H 2.10107 3.02364 0.12014
H -2.69311 1.91218 2.37001
O -1.86310 2.39919 2.25101
H 1.29008 1.35724 -1.57222
H 0.66668 -0.29316 -0.60834
O -1.69312 -3.61045 -1.89634
H -1.62270 -3.38355 -2.80564
H -0.86507 -3.52725 -1.39501
O -3.15417 -0.73226 -1.79977
H -2.25847 -0.82641 -1.54513
H -3.46042 0.16575 -1.98752
O 1.14661 -2.71543 0.77829
H 0.88634 -2.17023 0.04273
H 1.18693 -3.62474 0.69112
O -3.20604 -1.16208 1.06145
H -4.09672 -1.06024 1.41130
H -3.01650 -0.26968 0.69200

Stability, lowest: model x

Model w:
24
Properties=species:S:1:pos:R:3 method="wB97M-V/def2-TZVPD" e_homo_ev="-12.326 / -12.906" lumo_energy_ev="-4.07 / -7.71" spin_multiplicity=5 molar_mass_g_mol=603.94 charge=+1
Pt -0.38732 0.53463 -0.58265
Cl 1.19155 0.74086 2.45432
C 0.22556 -0.60761 2.21749
C -0.44215 -0.77298 0.98710
C -1.22649 -1.89883 0.89130
Cl -2.05511 -2.18795 -0.57212
C -1.36071 -2.85996 1.95619
Cl -2.32834 -4.20756 1.73880
C -0.68047 -2.67333 3.16910
Cl -0.83631 -3.80380 4.43376
C 0.11370 -1.55305 3.30966
Cl 0.94477 -1.27991 4.74774
N -4.50016 3.60841 -3.79861
C -3.53539 3.73604 -3.15730
N -2.43573 3.95890 -2.46803
C -1.75076 2.90824 -2.13077
N -1.03365 2.04107 -1.85078
Cl 4.35570 -0.46061 -0.88632
C 3.45556 0.69860 -1.89611
C 2.02370 0.68626 -1.43142
O 1.65529 1.44740 -0.49295
O 1.19582 -0.11400 -1.95266
H 3.51963 0.37713 -2.93045
H 3.89131 1.68205 -1.75529

Model x:
24
Properties=species:S:1:pos:R:3 method="wB97M-V/def2-TZVPD" e_homo_ev="-12.633 / -12.932" lumo_energy_ev="-3.71 / -7.97" spin_multiplicity=5 molar_mass_g_mol=603.94 charge=+1
Pt -0.34246 -0.55827 -1.41387
Cl -2.18550 -2.50882 0.62185
C -2.00186 -0.90131 1.13180
C -1.36106 -0.01312 0.22849
C -1.21398 1.32018 0.60911
Cl -0.43477 2.33101 -0.54102
C -1.60230 1.77833 1.84904
Cl -1.31452 3.38465 2.30600
C -2.20725 0.85549 2.75437
Cl -2.67326 1.39118 4.28675
C -2.41538 -0.48410 2.38868
Cl -3.09006 -1.58572 3.49497
N 1.14053 1.57334 -7.42035
C 1.13759 1.14622 -6.33793
N 1.18009 0.68710 -5.14164
C 0.70098 0.10288 -4.17807
N 0.36541 -0.51619 -3.22007
Cl 3.58967 -2.66748 1.00702
C 2.85477 -1.18729 1.61191
C 1.54655 -0.90339 0.81950
O 0.48229 -0.94175 1.44581
O 1.71494 -0.64221 -0.41207
H 3.53158 -0.35099 1.45192
H 2.59801 -1.30974 2.65780

Stability, lowest: model x